5 unconnected molecules or ions with the total composition C20H48N4O4PS4 in a non-equilibrium geometry. Source: the Open Molecules 2025 dataset; level of theory: the ωB97M-V functional and the def2-TZVPD basis.

Geometry (Å):
1 C 5.251471 -2.129773 1.780641
2 C 5.097637 -2.856264 0.412582
3 P 4.621602 -1.564337 -0.861620
4 C 4.583687 -2.544836 -2.452447
5 C 4.009920 -1.707538 -3.642549
6 C 2.880704 -1.144659 -0.462164
7 C 1.753806 -1.787192 -1.043495
8 N 0.513472 -1.526112 -0.749532
9 N 0.327670 -0.596299 0.155485
10 C -1.088819 -0.305395 0.538485
11 C -2.068322 -1.391463 0.098996
12 C -1.857694 -2.763197 0.807138
13 C -1.552014 -3.847907 -0.268339
14 N -2.421860 -5.052683 -0.105557
15 C 1.267792 0.123463 0.765712
16 N 1.008274 1.140104 1.695867
17 C 2.606623 -0.151278 0.448771
18 H 5.913685 -2.716097 2.422246
19 H 5.539017 -1.078310 1.694237
20 H 4.258386 -2.132971 2.253357
21 H 5.980210 -3.416112 0.100832
22 H 4.227839 -3.521064 0.510075
23 H 3.971413 -3.433625 -2.229398
24 H 5.593216 -2.905833 -2.667116
25 H 3.099685 -2.172721 -4.032268
26 H 4.793766 -1.580925 -4.389067
27 H 3.730488 -0.719553 -3.255520
28 H 1.974713 -2.566116 -1.770076
29 H -1.323312 0.644688 0.025590
30 H -1.168163 -0.196368 1.620164
31 H -3.063293 -1.024289 0.390226
32 H -2.080889 -1.436617 -0.993785
33 H -0.928941 -2.677971 1.402554
34 H -2.719584 -3.013352 1.420974
35 H -1.748673 -3.471914 -1.282417
36 H -0.492427 -4.130700 -0.274971
37 H -1.832327 -5.873421 -0.221166
38 H -3.022397 -5.097474 -0.923799
39 H 0.324464 0.870201 2.392142
40 H 0.716054 1.996508 1.219007
41 H 3.394544 0.412990 0.936088
42 C -2.262452 5.517440 -0.327483
43 S -2.478097 3.777101 0.046403
44 O -1.132172 3.112432 -0.097432
45 C -3.414565 3.374885 -1.429782
46 H -1.654806 5.962493 0.458279
47 H -1.758206 5.630821 -1.287699
48 H -3.238777 6.000151 -0.350718
49 H -2.825695 3.621349 -2.315073
50 H -4.345487 3.929804 -1.423066
51 H -3.627471 2.307047 -1.417264
52 C 3.591580 3.669128 -2.773189
53 S 3.512550 1.999332 -3.432673
54 O 4.702355 1.265520 -2.926060
55 C 3.853593 2.451164 -5.138298
56 H 3.442373 3.617278 -1.696231
57 H 4.568161 4.103831 -2.986073
58 H 2.801975 4.273832 -3.219559
59 H 4.812987 2.964948 -5.198553
60 H 3.055320 3.093264 -5.511050
61 H 3.890528 1.538509 -5.730244
62 C -7.864723 3.935906 -0.911411
63 S -6.910051 4.824709 0.324363
64 O -5.541369 4.223257 0.342111
65 C -7.789603 4.180241 1.750875
66 H -7.451432 4.166254 -1.891812
67 H -7.798210 2.862952 -0.729503
68 H -8.903419 4.263087 -0.870958
69 H -7.727118 3.092019 1.763108
70 H -8.830608 4.500156 1.709085
71 H -7.322578 4.582695 2.647566
72 C 1.372389 -2.557198 5.028863
73 S 0.261581 -3.618738 4.092461
74 O -0.947906 -2.815034 3.774205
75 C -0.159174 -4.703862 5.460215
76 H 1.728923 -1.768824 4.367434
77 H 0.838921 -2.114369 5.870102
78 H 2.220908 -3.141884 5.384799
79 H -0.593757 -4.121465 6.272591
80 H 0.737192 -5.221701 5.801844
81 H -0.885083 -5.432119 5.103942

Atomic forces in eV per Å
C -0.6 -0.7 -0.2
C -1.4 0.9 0.4
P 1.8 0.3 -0.6
C -1.1 0.0 0.4
C 0.0 -0.2 1.1
C -0.3 -0.7 -0.1
C 1.3 -0.1 -0.2
N 0.2 -0.2 -0.1
N -1.4 0.6 1.2
C -0.9 0.0 -0.9
C -0.3 0.2 0.6
C 1.5 0.4 -1.7
C -1.0 -0.5 -0.1
N 0.8 0.0 -0.4
C 1.5 0.2 0.0
N -0.2 -0.2 -0.3
C -0.1 -0.1 -0.2
H 0.0 0.4 0.1
H 0.4 -0.3 0.0
H 0.3 0.1 0.1
H -0.1 0.3 -0.1
H 0.5 -0.4 -0.1
H 0.2 0.0 -0.4
H -0.1 0.2 0.3
H 0.3 0.0 -0.3
H -0.4 0.0 -0.1
H 0.2 -0.2 -0.4
H -0.6 0.1 0.0
H 0.1 -0.2 0.5
H 0.3 0.1 -0.1
H 0.3 0.2 -0.1
H 0.1 -0.3 0.2
H -0.9 -0.1 0.3
H 0.3 -0.2 0.0
H 0.2 0.3 0.3
H -0.2 0.0 0.3
H -0.2 0.0 0.3
H -0.2 0.0 0.3
H -0.1 0.2 -0.1
H -0.2 0.0 0.2
H -0.2 0.0 0.0
C 0.1 0.1 -0.1
S -0.2 -0.1 0.1
O 0.1 0.0 -0.1
C 0.2 -0.1 -0.4
H 0.0 -0.1 0.0
H 0.0 -0.1 0.0
H 0.0 -0.1 0.1
H 0.1 0.0 0.1
H 0.0 0.0 0.1
H 0.0 0.0 0.1
C 0.0 0.1 0.0
S -0.1 0.2 -0.1
O 0.1 0.1 0.1
C 0.0 0.0 -0.1
H 0.0 -0.1 0.0
H 0.0 -0.1 0.0
H 0.0 0.0 0.0
H 0.0 0.0 0.1
H 0.0 0.0 0.0
H 0.0 0.0 0.1
C 0.0 -0.1 -0.1
S -0.1 0.1 0.1
O -0.2 0.0 0.1
C 0.0 -0.1 0.1
H 0.0 0.1 0.0
H 0.0 0.0 0.1
H 0.0 0.0 0.0
H 0.0 0.0 -0.1
H 0.0 0.0 0.0
H 0.0 0.0 -0.1
C 0.0 0.0 0.1
S 0.2 -0.1 0.1
O 0.0 0.2 0.1
C 0.0 -0.1 0.1
H 0.0 0.0 0.0
H -0.1 0.0 0.0
H 0.0 0.0 0.0
H 0.0 0.1 -0.1
H 0.0 0.0 0.0
H 0.0 0.0 -0.1

The HOMO energy comes out at -10.68 eV. As for the total charge: +1. The frontier orbital gap is 0.2694 hartree. Its energy is -3244.55127 Ha.

List of Löwdin charges in e, atom by atom: atom 1 (C): -0.17, atom 2 (C): -0.39, atom 3 (P): 1.01, atom 4 (C): -0.40, atom 5 (C): -0.15, atom 6 (C): -0.30, atom 7 (C): -0.06, atom 8 (N): 0.17, atom 9 (N): -0.01, atom 10 (C): -0.10, atom 11 (C): -0.18, atom 12 (C): -0.17, atom 13 (C): -0.27, atom 14 (N): -0.01, atom 15 (C): -0.25, atom 16 (N): 0.14, atom 17 (C): 0.02, atom 18 (H): 0.07, atom 19 (H): 0.05, atom 20 (H): 0.05, atom 21 (H): 0.08, atom 22 (H): 0.07, atom 23 (H): 0.06, atom 24 (H): 0.08, atom 25 (H): 0.07, atom 26 (H): 0.08, atom 27 (H): 0.00, atom 28 (H): 0.12, atom 29 (H): 0.12, atom 30 (H): 0.13, atom 31 (H): 0.12, atom 32 (H): 0.10, atom 33 (H): 0.07, atom 34 (H): 0.11, atom 35 (H): 0.09, atom 36 (H): 0.09, atom 37 (H): 0.06, atom 38 (H): 0.06, atom 39 (H): 0.10, atom 40 (H): 0.10, atom 41 (H): 0.13, atom 42 (C): -0.26, atom 43 (S): 0.83, atom 44 (O): -0.60, atom 45 (C): -0.27, atom 46 (H): 0.05, atom 47 (H): 0.06, atom 48 (H): 0.05, atom 49 (H): 0.06, atom 50 (H): 0.02, atom 51 (H): 0.05, atom 52 (C): -0.26, atom 53 (S): 0.78, atom 54 (O): -0.57, atom 55 (C): -0.26, atom 56 (H): 0.05, atom 57 (H): 0.06, atom 58 (H): 0.06, atom 59 (H): 0.06, atom 60 (H): 0.06, atom 61 (H): 0.05, atom 62 (C): -0.26, atom 63 (S): 0.84, atom 64 (O): -0.59, atom 65 (C): -0.26, atom 66 (H): 0.05, atom 67 (H): 0.06, atom 68 (H): 0.06, atom 69 (H): 0.06, atom 70 (H): 0.06, atom 71 (H): 0.05, atom 72 (C): -0.27, atom 73 (S): 0.80, atom 74 (O): -0.56, atom 75 (C): -0.26, atom 76 (H): 0.04, atom 77 (H): 0.06, atom 78 (H): 0.06, atom 79 (H): 0.06, atom 80 (H): 0.06, atom 81 (H): 0.06